The following is a quantum chemistry calculation of a molecular structure, C25H47Cl2FeNO3Si2, from the OMol25 dataset.

XYZ file:
```
81
Properties=species:S:1:pos:R:3
O -1.30306 2.10537 1.99384
O 1.05354 2.91284 1.60562
C -2.34417 2.03747 0.97417
C -3.61673 1.30926 1.35467
H -1.88909 1.61001 0.05402
H -2.54722 3.10955 0.75613
H -3.46877 0.23519 1.21710
H -4.40895 1.63008 0.66179
H -3.94809 1.56048 2.37405
C -1.12513 1.02516 2.90771
C -0.93943 1.53712 4.29963
H -0.26173 0.45684 2.57395
H -1.99026 0.37438 2.86410
H -0.06290 2.20063 4.40583
H -0.79181 0.68098 4.96809
H -1.82965 2.06905 4.66216
C 2.43033 2.91607 2.17787
C 0.40285 4.22483 1.57628
C 2.41967 2.23201 3.51136
H 2.71269 3.97088 2.32851
H 3.13110 2.42474 1.50213
H 1.89637 2.78281 4.29496
H 3.44382 2.12792 3.89648
H 2.03320 1.20868 3.49508
C 0.04918 4.65691 2.95133
H -0.49331 4.10280 0.98469
H 1.08210 4.94918 1.10918
H -0.69932 4.01269 3.41909
H -0.41159 5.64120 2.91455
H 0.90506 4.77288 3.62078
H 0.70171 2.14405 1.18094
Fe 0.94056 -0.61508 -1.55109
C 0.86122 0.75823 -0.21997
Si 1.29396 1.85238 -1.58312
H 1.50720 0.30020 0.52786
H -0.16842 0.60661 0.10540
C -0.17100 2.78448 -2.35086
C 2.15733 0.72385 -2.86294
C 2.61804 3.20155 -1.27943
C -0.03391 -1.18607 -3.21798
Si -1.17726 -2.62625 -3.38759
H 0.65168 -1.21222 -4.09364
H -0.62769 -0.27085 -3.36920
C -1.37192 -3.06571 -5.19717
C -2.89618 -2.23877 -2.71106
C -0.56651 -4.22138 -2.58823
H 3.01277 3.61008 -2.24242
H 3.47997 2.79720 -0.72038
H 2.19117 4.05746 -0.71077
H -0.86561 2.11441 -2.88274
H 0.13903 3.56789 -3.06527
H -0.72992 3.27082 -1.54428
H 1.79235 0.81979 -3.86584
H 2.30206 -0.34957 -2.60733
H 3.17526 1.06212 -2.82167
H -3.46719 -1.65175 -3.45357
H -2.82538 -1.66169 -1.78852
H -3.46125 -3.15725 -2.50172
H -1.13932 -4.50673 -1.69533
H 0.49572 -4.16764 -2.32477
H -0.69134 -5.01172 -3.34724
H -1.46435 -4.15078 -5.30085
H -0.49329 -2.72811 -5.75546
H -2.26426 -2.58326 -5.61232
Cl -3.60855 -2.94515 0.69711
C -1.96510 -3.36053 0.84204
C -1.58804 -4.55889 1.42006
C -0.26173 -4.97108 1.45307
Cl 0.13130 -6.47430 2.17106
C 0.75044 -4.15660 0.84106
C 2.07744 -4.60260 0.70983
C 2.96218 -3.83524 -0.02377
C 2.55830 -2.62419 -0.58000
N 1.29573 -2.15442 -0.40934
C 0.39313 -2.88652 0.29207
C -0.98594 -2.41471 0.35542
O -1.34223 -1.27388 -0.06013
H -2.35355 -5.19112 1.85390
H 2.40155 -5.53436 1.16886
H 3.97902 -4.15228 -0.19218
H 3.22209 -2.00841 -1.15567
```

Properties
E: -4023.979539 a.u.
2S+1: 6
Charge: +1
⟨S²⟩: 8.82
Energy relative to the best compared isomer or geometry (same formula, charge and spin): 106.3 kcal per mole


The following is a quantum chemistry calculation of a molecular structure, C25H47ClCoINO3Si2, from the OMol25 dataset.

XYZ file:
```
81
Properties=species:S:1:pos:R:3
O -0.83326 -2.56144 -1.52878
O -2.07539 -0.56847 -2.90650
C 0.56631 -2.69940 -1.30559
C 1.01094 -3.23040 0.05121
H 1.03553 -1.72142 -1.49839
H 0.91834 -3.37107 -2.10146
H 0.99617 -2.44688 0.82277
H 2.04893 -3.57002 -0.04614
H 0.39097 -4.07674 0.36760
C -1.67572 -2.28465 -0.39616
C -2.92496 -3.11744 -0.51231
H -1.91943 -1.21346 -0.43377
H -1.15865 -2.47136 0.55730
H -3.53160 -2.76987 -1.35685
H -3.52412 -3.04513 0.40209
H -2.67811 -4.17408 -0.67060
C -3.09942 0.42787 -3.06167
C -1.86311 -1.41581 -4.05180
C -4.19603 0.22258 -2.04555
H -3.51549 0.38295 -4.08207
H -2.62832 1.41259 -2.92480
H -4.68024 -0.74728 -2.20243
H -4.94698 1.00566 -2.17802
H -3.81501 0.27240 -1.02002
C -3.00771 -2.36118 -4.30133
H -0.94115 -1.96486 -3.83468
H -1.68379 -0.77400 -4.92995
H -3.20365 -2.98170 -3.42204
H -2.73825 -3.02219 -5.12844
H -3.91237 -1.81282 -4.58127
H -0.72951 -0.06909 -1.71468
Co 0.97726 0.85976 1.63721
C -0.00718 0.75586 -1.38739
Si 0.87464 1.47583 -2.90635
H -0.58486 1.54118 -0.88411
H 0.70903 0.30354 -0.68199
C 1.69889 0.04752 -3.80067
C 2.19907 2.76222 -2.53430
C -0.34848 2.23742 -4.12275
C 2.67897 1.26694 0.73392
Si 3.78862 1.63310 2.20785
H 2.50131 2.12275 0.06285
H 3.04094 0.43179 0.09914
C 5.08828 2.88236 1.65165
C 4.65156 0.08918 2.82392
C 2.83084 2.36926 3.64994
H 0.18933 2.61975 -5.00136
H -0.88639 3.07470 -3.65788
H -1.09360 1.51331 -4.47959
H 2.58559 -0.29012 -3.24904
H 2.01690 0.38208 -4.79743
H 1.02578 -0.80946 -3.92587
H 2.87459 2.45346 -1.73093
H 1.75816 3.72795 -2.25510
H 2.82069 2.92788 -3.42812
H 5.00314 -0.51914 1.97991
H 3.97247 -0.52354 3.43375
H 5.52298 0.36339 3.43621
H 2.64231 1.61597 4.42828
H 1.87035 2.82109 3.35363
H 3.45152 3.16429 4.09095
H 5.84831 3.03177 2.43105
H 4.62142 3.85322 1.43729
H 5.59631 2.53855 0.74100
Cl -3.01928 -0.50448 6.81568
C -1.73341 -0.54427 5.69037
C -0.54970 -1.21459 6.00462
C 0.53875 -1.24068 5.12089
I 2.33964 -2.15182 5.61940
C 0.43811 -0.55499 3.87558
O 1.39163 -0.45600 2.99428
C -0.75983 0.15232 3.58576
N -0.69554 0.90718 2.43047
C -1.79548 1.59989 2.04433
C -2.95992 1.56416 2.82576
C -3.01552 0.86756 4.01715
C -1.88615 0.15307 4.44736
H -0.46926 -1.71643 6.96274
H -1.69661 2.17795 1.12602
H -3.82244 2.12536 2.48259
H -3.90867 0.85866 4.63560
```

Properties
E: -3980.631085 a.u.
2S+1: 5
Charge: +1
⟨S²⟩: 6.05
Energy relative to the best compared isomer or geometry (same formula, charge and spin): 4.2 kcal per mole


The following is a quantum chemistry calculation of a molecular structure, C25H47GeIrN3O2SeSi3, from the OMol25 dataset.

XYZ file:
```
83
Properties=species:S:1:pos:R:3
Ir 0.44502 0.51253 -0.29423
C -0.52639 1.88036 3.32650
Si 0.94007 2.42049 2.26939
C 1.35135 4.16499 2.78744
C 2.36990 1.26939 2.68745
C 0.49541 2.38832 0.41202
Si 2.00631 2.78405 -0.78356
C 3.38257 1.53258 -0.44526
C 1.50659 2.81352 -2.58972
C 2.66178 4.50031 -0.42430
Si -1.06328 3.32905 -0.08130
C -2.41580 3.38278 1.20834
C -0.88191 5.05014 -0.77204
C -1.77251 2.10925 -1.36002
C -2.77874 2.35548 -2.28245
C -3.32278 1.32386 -3.02754
C -2.86238 0.03184 -2.81742
C -1.85073 -0.17505 -1.90778
N -1.31484 0.84101 -1.20499
H -0.14934 1.50269 4.28106
H -1.14662 1.10588 2.86883
H -1.18269 2.71865 3.55905
H 1.47276 4.20822 3.87272
H 0.54466 4.85521 2.52690
H 2.26896 4.53861 2.33650
H 2.38915 1.12667 3.77164
H 3.33516 1.68893 2.40786
H 2.30460 0.27871 2.22664
H 3.09585 0.51914 -0.13437
H 4.04419 1.91205 0.33251
H 3.97260 1.40570 -1.35648
H 1.06753 1.89836 -2.98350
H 2.40945 3.02292 -3.17118
H 0.81435 3.63310 -2.78784
H 3.36832 4.50729 0.40625
H 1.87260 5.21734 -0.20271
H 3.19485 4.85802 -1.30873
H -2.18613 4.07213 2.02261
H -2.63313 2.40425 1.63574
H -3.32666 3.74657 0.72621
H -0.42160 5.70284 -0.02662
H -1.86844 5.46680 -0.98800
H -0.28505 5.11236 -1.68044
H -3.13425 3.36988 -2.40861
H -4.09709 1.51744 -3.75768
H -3.27305 -0.81042 -3.35517
H -1.44236 -1.15745 -1.72149
O 0.40716 -1.56822 -0.11098
N 1.14952 -2.23853 -0.95110
N 1.59753 -1.53303 -1.87301
O 1.32311 -0.21669 -1.92355
C 2.41390 -2.06144 -2.93499
C 2.36953 -3.42221 -3.20168
C 3.17888 -3.91042 -4.21306
C 3.99437 -3.04959 -4.93702
C 4.00602 -1.69074 -4.65764
C 3.21099 -1.17839 -3.64436
H 1.71888 -4.07661 -2.64055
H 3.16604 -4.96713 -4.44091
H 4.62158 -3.44151 -5.72578
H 4.63561 -1.02355 -5.22960
H 3.20874 -0.12423 -3.41086
C 0.71384 -3.32521 7.27868
Ge 0.86402 -3.49490 5.35450
C 2.67618 -3.47230 4.65483
C -0.23298 -4.89239 4.56615
C 0.04790 -1.67856 4.70870
Se 0.01343 -1.60536 2.84737
C -1.80590 -2.14382 2.51872
H 1.14503 -4.20934 7.74927
H -0.32931 -3.25044 7.58246
H 1.25380 -2.44941 7.63559
H 3.15908 -4.42896 4.85461
H 3.26980 -2.68914 5.12540
H 2.67916 -3.31849 3.57508
H 0.13616 -5.86117 4.90457
H -0.17183 -4.88219 3.47703
H -1.27574 -4.81229 4.87332
H 0.74074 -0.92809 5.08824
H -0.94534 -1.57825 5.14176
H -1.99657 -3.06252 3.07033
H -1.90815 -2.30582 1.44968
H -2.46482 -1.34864 2.86335
```

Properties
E: -6746.103123 a.u.
2S+1: 2
Charge: +2
⟨S²⟩: 0.75
Energy relative to the best compared isomer or geometry (same formula, charge and spin): 25.8 kcal per mole


Molecular weight values, unit g/mol, following the record order: 592.58, 687.12, 849.72.